(1)
ORCA calculation (ωB97M-V/def2-TZVPD) on a molecular structure, C22H22AgN3O7S2.

energy relative to the best compared isomer or geometry (same formula, charge and spin) = 0.0 kcal per mole
HOMO = -2.53 eV
net charge = -2
frontier orbital gap = 6.80 eV
LUMO level = 0.1568 hartree

Atoms and positions in Å:
Ag: -0.252 -0.044 1.310
O: -1.606 5.418 0.388
C: -0.293 5.487 0.124
C: 0.274 6.740 -0.124
C: 1.622 6.859 -0.412
C: 2.432 5.730 -0.461
C: 1.868 4.489 -0.211
C: 0.519 4.341 0.088
C: -0.015 2.965 0.373
O: 0.777 1.993 0.377
N: -1.331 2.945 0.559
N: -1.830 1.705 0.898
C: -3.080 1.557 0.688
C: -3.893 0.381 0.962
C: -5.238 0.481 0.584
C: -6.146 -0.548 0.740
C: -5.688 -1.743 1.300
C: -4.378 -1.880 1.690
C: -3.415 -0.836 1.553
O: -2.216 -1.029 1.974
H: -1.791 4.426 0.507
H: -0.374 7.607 -0.085
H: 2.043 7.840 -0.603
H: 3.486 5.816 -0.693
H: 2.460 3.583 -0.238
H: -3.621 2.398 0.240
H: -5.566 1.418 0.143
H: -7.176 -0.434 0.428
H: -6.371 -2.577 1.429
H: -4.023 -2.806 2.127
C: 4.116 0.438 0.813
S: 2.581 -0.489 0.654
C: 3.320 -2.093 0.332
O: 2.030 -0.583 2.057
H: 4.713 0.004 1.615
H: 3.835 1.461 1.055
H: 4.652 0.413 -0.136
H: 3.811 -2.078 -0.643
H: 2.520 -2.824 0.305
H: 4.024 -2.329 1.132
N: -0.571 -3.275 1.226
C: 0.041 -3.516 0.007
C: 0.178 -2.521 -0.970
C: 0.963 -2.741 -2.093
C: 1.621 -3.946 -2.288
C: 1.454 -4.950 -1.347
C: 0.673 -4.747 -0.222
S: 2.707 -4.203 -3.693
O: 1.876 -4.837 -4.711
O: 3.164 -2.863 -4.051
O: 3.758 -5.075 -3.171
H: -0.818 -4.102 1.742
H: -1.268 -2.534 1.317
H: -0.232 -1.526 -0.807
H: 1.107 -1.948 -2.817
H: 1.981 -5.887 -1.486
H: 0.587 -5.530 0.525

Mulliken atomic charge list, values in e, 6 entries: number 1, Ag, carries 0.6081; number 2, O, carries -0.7071; number 3, C, carries 0.3433; number 4, C, carries -0.7039; number 5, C, carries -0.2368; number 6, C, carries -0.7381

=====

(2)
ORCA calculation (ωB97M-V/def2-TZVPD) on a molecular structure, C23H27N3O2S2.

energy relative to the best compared isomer or geometry (same formula, charge and spin) = 514.5 kcal per mole
HOMO = -7.17 eV
net charge = 0
frontier orbital gap = 7.39 eV
LUMO level = 0.0081 hartree

Atoms and positions in Å:
C: 4.161 1.036 2.931
C: 3.020 0.147 2.245
C: 2.717 0.071 0.929
C: 1.826 -0.619 0.380
C: 1.183 -1.411 1.119
C: 1.368 -1.324 2.689
C: 2.397 -0.458 3.282
C: 2.632 -0.794 4.649
H: 3.657 -1.113 4.891
H: 1.890 -1.326 5.130
H: 2.391 0.204 5.259
H: 0.737 -2.167 3.397
N: 0.152 -2.107 0.591
C: -0.439 -2.132 -0.509
O: -1.257 -2.869 -0.988
C: 0.482 -1.179 -1.346
C: 1.579 -0.482 -1.028
H: 2.193 0.043 -1.563
C: -0.048 -1.330 -2.941
N: -0.680 0.068 -3.146
C: -1.881 0.147 -3.023
N: -2.712 -0.721 -2.258
H: -2.283 -1.587 -1.943
C: -4.012 -0.397 -1.715
C: -3.830 -0.424 -0.401
C: -3.892 -1.333 0.542
H: -4.726 -1.559 0.706
C: -3.225 -0.848 1.863
H: -2.414 -1.338 2.385
C: -2.374 0.562 1.227
H: -2.761 1.311 1.710
H: -1.178 0.334 1.341
O: -2.624 0.486 -0.142
H: -3.739 -0.333 2.499
H: -3.182 -2.093 0.152
H: -4.799 0.475 -0.008
H: -4.555 -1.518 -2.062
H: -4.518 0.533 -2.278
S: -2.698 1.611 -3.474
C: 0.151 1.089 -3.550
C: 0.779 2.060 -2.683
C: 2.080 2.526 -2.410
C: 2.511 3.125 -1.407
C: 1.504 3.181 -0.613
S: 0.082 2.150 -1.121
H: 1.289 3.558 0.242
H: 3.366 3.660 -1.377
H: 2.780 2.409 -3.634
H: -0.532 1.626 -4.319
H: 0.968 0.700 -4.288
H: 0.935 -1.337 -3.531
H: -0.590 -2.146 -3.158
H: -0.678 -2.811 1.222
H: 3.437 0.877 0.300
H: 4.873 0.481 3.372
H: 4.567 1.628 2.259
H: 3.920 1.659 3.604

Mulliken atomic charge list, values in e, 6 entries: number 1, C, carries -2.7100; number 2, C, carries 1.1994; number 3, C, carries -0.4098; number 4, C, carries 2.0095; number 5, C, carries -0.7248; number 6, C, carries -0.7938

=====

(3)
ORCA calculation (ωB97M-V/def2-TZVPD) on a molecular structure, C22H30F3NOSi2.

HOMO = -9.20 eV
net charge = 0
frontier orbital gap = 9.94 eV
LUMO level = 0.0272 hartree

Atoms and positions in Å:
C: -1.278 0.049 -8.564
C: -2.029 0.057 -7.238
N: -1.133 -0.269 -6.089
Si: -1.287 -1.930 -5.573
C: -1.064 -3.132 -6.988
O: -0.169 -2.323 -4.394
Si: 1.011 -1.229 -3.937
C: 0.292 0.053 -2.769
H: -1.616 0.879 -9.177
H: -1.452 -0.852 -9.140
H: -0.225 0.208 -8.372
H: -2.921 -0.570 -7.271
H: -2.369 1.072 -7.072
H: -1.458 0.314 -5.322
H: -2.617 -2.194 -4.968
H: -1.333 -2.712 -7.951
H: -1.676 -4.010 -6.819
H: -0.024 -3.438 -7.012
H: 2.069 -1.954 -3.204
H: 1.660 -0.588 -5.097
H: -0.027 -0.494 -1.885
H: 1.077 0.737 -2.465
H: -0.576 0.562 -3.172
F: 2.910 2.435 -1.705
C: 2.309 3.181 -0.754
C: 3.089 3.813 0.192
C: 2.465 4.581 1.165
C: 1.082 4.698 1.185
C: 0.319 4.050 0.224
C: 0.933 3.286 -0.757
H: 4.165 3.703 0.163
H: 3.062 5.087 1.912
H: 0.599 5.292 1.949
H: -0.759 4.137 0.242
H: 0.356 2.778 -1.517
F: -1.864 3.890 2.812
C: -1.613 2.698 3.398
C: -0.994 1.708 2.663
C: -0.736 0.488 3.269
C: -1.104 0.271 4.590
C: -1.728 1.281 5.309
C: -1.984 2.508 4.714
H: -0.720 1.895 1.634
H: -0.244 -0.295 2.708
H: -0.905 -0.680 5.056
H: -2.018 1.114 6.337
H: -2.464 3.311 5.258
F: 0.802 -0.976 6.646
C: 0.943 -2.303 6.843
C: 0.551 -2.847 8.049
C: 0.694 -4.213 8.243
C: 1.229 -5.009 7.239
C: 1.619 -4.439 6.036
C: 1.474 -3.075 5.830
H: 0.142 -2.207 8.820
H: 0.386 -4.656 9.180
H: 1.341 -6.073 7.396
H: 2.039 -5.056 5.254
H: 1.767 -2.610 4.897

Mulliken atomic charge list, values in e, 6 entries: number 1, C, carries -1.1799; number 2, C, carries -0.4172; number 3, N, carries -0.2595; number 4, Si, carries 0.2754; number 5, C, carries -0.8728; number 6, O, carries -0.1827

=====

(4)
ORCA calculation (ωB97M-V/def2-TZVPD) on a molecular structure, C49H48FeN7O3P2S2.

energy relative to the best compared isomer or geometry (same formula, charge and spin) = 128.6 kcal per mole
2S+1 = 2
HOMO (spin up / spin down) = -10.65 / -11.69 eV
expectation value of S² = 1.13
net charge = +2
frontier orbital gap (spin up / spin down) = 4.36 / 5.40 eV
LUMO level (spin up / spin down) = -0.2313 / -0.2313 hartree

Atoms and positions in Å:
Fe: -0.180 -0.144 0.162
C: 0.887 1.226 3.341
N: -0.337 1.929 3.562
C: -1.365 1.829 2.569
P: -0.770 2.015 0.785
C: 0.311 3.470 0.772
C: 1.489 3.380 0.029
C: 2.334 4.476 -0.070
C: 2.007 5.657 0.580
C: 0.845 5.743 1.336
C: -0.005 4.653 1.436
C: -2.330 2.551 0.080
C: -3.492 1.632 0.250
C: -4.777 2.242 -0.163
C: -4.849 3.425 -0.821
C: -3.678 4.161 -1.116
C: -2.441 3.709 -0.661
C: -0.474 2.775 4.678
C: -1.713 2.908 5.309
C: -1.848 3.740 6.409
C: -0.755 4.440 6.900
C: 0.477 4.307 6.278
C: 0.622 3.484 5.171
P: 0.650 -0.435 2.507
C: 2.329 -1.062 2.916
C: 3.380 -1.008 1.819
C: 4.285 -2.235 1.888
C: 4.818 -2.413 3.286
C: 4.036 -2.091 4.318
C: 2.679 -1.589 4.094
C: -0.546 -1.278 3.597
C: -1.571 -1.973 2.945
C: -2.580 -2.590 3.667
C: -2.586 -2.504 5.053
C: -1.596 -1.784 5.706
C: -0.586 -1.164 4.986
H: 1.396 1.065 4.291
H: 1.577 1.771 2.670
H: -2.116 2.597 2.743
H: -1.854 0.844 2.579
H: 1.728 2.448 -0.475
H: 3.243 4.407 -0.654
H: 2.662 6.515 0.506
H: 0.596 6.665 1.844
H: -0.915 4.727 2.020
H: -3.577 1.271 1.283
H: -5.685 1.708 0.083
H: -5.812 3.830 -1.103
H: -3.751 5.099 -1.648
H: -1.559 4.310 -0.844
H: -2.564 2.339 4.955
H: -2.809 3.831 6.897
H: -0.862 5.085 7.762
H: 1.332 4.860 6.645
H: 1.579 3.412 4.669
H: 3.945 -0.073 1.843
H: 5.089 -2.150 1.159
H: 5.815 -2.811 3.419
H: 4.381 -2.205 5.338
H: 1.968 -1.663 4.907
H: -1.605 -1.981 1.859
H: -3.372 -3.119 3.154
H: -3.377 -2.976 5.620
H: -1.619 -1.697 6.785
H: 0.154 -0.574 5.515
N: -1.603 -8.447 -1.552
C: -0.909 -7.297 -1.685
C: 0.361 -7.291 -2.298
C: 1.079 -6.128 -2.417
C: 0.538 -4.941 -1.923
C: -0.724 -4.910 -1.334
C: -1.440 -6.078 -1.214
S: 1.518 -3.504 -1.943
O: 2.427 -3.441 -3.025
O: 2.457 -3.741 -0.614
N: 0.704 -2.233 -1.487
C: 0.401 -1.303 -2.468
N: 0.161 -1.721 -3.707
C: -0.064 -0.804 -4.636
C: -0.056 0.550 -4.344
C: 0.124 0.886 -3.020
N: 0.344 -0.021 -2.063
H: -1.247 -9.307 -1.929
H: -2.536 -8.453 -1.184
H: 0.765 -8.220 -2.682
H: 2.050 -6.111 -2.895
H: -1.153 -3.965 -1.019
H: -2.426 -6.069 -0.767
H: -0.275 -1.180 -5.630
H: -0.206 1.303 -5.103
H: 0.088 1.920 -2.695
C: -4.400 -0.700 -0.303
C: -3.197 0.215 -0.519
C: -3.022 0.507 -2.014
O: -2.081 -0.370 0.021
H: -5.299 -0.276 -0.747
H: -4.561 -0.881 0.762
H: -4.195 -1.656 -0.789
H: -3.886 1.039 -2.413
H: -2.915 -0.439 -2.551
H: -2.125 1.103 -2.175
S: 2.617 -1.172 0.175
C: 2.318 -2.961 0.551
N: 1.032 -3.209 1.153
C: 0.865 -4.400 1.768
C: 1.951 -5.073 2.264
C: 3.185 -4.451 2.195
N: 3.362 -3.341 1.476
H: 0.271 -2.898 0.555
H: -0.157 -4.718 1.928
H: 1.841 -6.013 2.781
H: 4.045 -4.798 2.751

Mulliken atomic charge list, values in e, 6 entries: number 1, Fe, carries 0.9308; number 2, C, carries -1.9451; number 3, N, carries 1.4734; number 4, C, carries -2.9418; number 5, P, carries 3.2138; number 6, C, carries 0.8098

=====

Maximum force, respectively: 0.60, 18.42, 1.19, 1.81 eV Å⁻¹.